No. 1
{
  "formula": "C5H16N2O",
  "method": "wB97M-V/def2-TZVPD",
  "e_homo_ev": -18.33,
  "total_charge": 2,
  "lumo_energy_ev": -8.0,
  "de_lowest_kcal_mol": 13.9,
  "symbols": ["H", "O", "C", "H", "H", "H", "H", "H", "H", "H", "H", "H", "H", "H", "N", "H", "C", "C", "H", "C", "C", "H", "N", "H"],
  "coordinates": [[0.731, 0.138, 1.164], [-0.385, -0.713, 3.554], [2.378, 0.281, -1.202], [-1.193, -0.950, 4.049], [2.507, 1.369, -1.142], [-1.005, 0.996, -1.216], [0.306, 1.915, -0.735], [-0.473, 1.332, 1.371], [2.576, -0.002, -0.160], [-2.927, 0.535, 0.482], [-3.216, -1.181, 0.974], [0.315, -0.808, 4.212], [1.568, 0.370, -3.465], [0.655, -1.037, -1.267], [0.670, 0.185, -2.996], [-0.962, -1.437, 1.398], [-0.208, 0.479, 0.753], [-2.479, -0.404, 0.801], [3.078, -0.137, -1.921], [0.917, -0.010, -1.507], [-0.049, 0.896, -0.719], [0.315, -0.666, -3.441], [-1.233, -0.563, 0.950], [0.115, 1.000, -3.245]],
  "forces_ev_per_a": [[0.04, -0.39, 0.10], [-0.63, -0.28, 0.20], [-0.47, 0.93, 0.83], [0.54, 0.19, -0.18], [0.13, -0.07, -0.48], [-0.52, -0.41, -0.06], [0.46, 0.36, 0.14], [-0.24, 0.05, -0.04], [0.29, -0.49, -0.47], [0.47, 0.16, -0.11], [0.41, -0.37, 0.27], [0.06, 0.02, -0.05], [-0.07, -0.15, 0.12], [0.12, -0.26, -0.38], [1.12, -0.21, -0.50], [0.45, -0.01, -0.03], [0.07, 0.53, -0.33], [-0.97, 0.48, -0.35], [0.08, -0.28, 0.29], [-0.40, 0.35, 0.48], [0.24, -0.06, 0.09], [-0.34, 0.23, -0.03], [-0.30, -0.31, 0.39], [-0.55, -0.01, 0.10]]
}

=====

No. 2
{
  "formula": "C4H8O2",
  "method": "wB97M-V/def2-TZVPD",
  "e_homo_ev": -9.25,
  "lumo_energy_ev": -3.9,
  "de_lowest_kcal_mol": 199.5,
  "symbols": ["H", "C", "H", "C", "H", "C", "H", "O", "H", "H", "C", "H", "O", "H"],
  "coordinates": [[0.987, -1.018, -1.428], [0.053, -0.662, -1.016], [-1.900, -0.835, -0.349], [0.334, 0.512, -0.106], [-2.661, 1.175, 1.612], [-1.124, -1.268, -0.974], [-1.181, -2.163, -1.575], [2.452, 0.465, -0.242], [0.589, 1.297, -0.845], [-0.502, 1.026, 0.470], [1.699, 0.292, 0.759], [1.739, 1.096, 1.504], [-2.080, 0.773, 0.953], [1.594, -0.689, 1.236]],
  "forces_ev_per_a": [[-0.41, -0.28, -0.74], [0.59, 0.06, 2.33], [-0.23, -0.34, -0.12], [0.59, 0.43, -4.70], [0.68, 0.61, 0.22], [0.82, 0.04, -0.30], [-0.73, -0.07, -0.08], [-0.57, -0.14, -1.06], [-0.24, 0.34, 0.39], [-1.37, 0.13, 2.25], [0.50, 0.12, 3.15], [-0.30, 0.11, 0.13], [0.67, -0.74, -1.10], [-0.01, -0.28, -0.36]]
}

=====

No. 3
{
  "formula": "C10H13N3O2",
  "method": "wB97M-V/def2-TZVPD",
  "e_homo_ev": [-7.84, -7.84],
  "lumo_energy_ev": [0.0, 0.0],
  "de_lowest_kcal_mol": 124.0,
  "symbols": ["H", "H", "N", "H", "C", "H", "O", "C", "O", "H", "C", "H", "H", "N", "C", "H", "C", "C", "C", "C", "H", "H", "N", "H", "H", "C", "H", "C"],
  "coordinates": [[1.697, 2.870, -1.909], [-1.582, 1.749, -1.721], [0.902, -1.654, 1.907], [-1.636, -0.693, 1.588], [1.728, 1.784, -1.467], [1.096, -3.354, -0.032], [0.643, 0.213, 0.185], [1.533, 0.242, 1.019], [2.463, 0.726, 1.527], [-1.277, 0.147, -1.131], [0.486, -1.163, 3.113], [0.302, 2.571, 1.176], [-1.084, -3.526, -1.583], [-0.057, -2.081, 1.109], [0.149, -3.005, 0.089], [-2.842, -1.814, -0.604], [-1.321, -1.520, 0.979], [-1.895, -2.010, -0.116], [-0.868, 0.934, -1.584], [0.400, 1.487, -0.737], [2.491, 1.584, -0.777], [-0.362, 3.597, -0.185], [0.133, -0.607, 4.050], [1.883, 1.230, -2.468], [-0.474, 0.606, -2.564], [-0.240, 2.498, 0.252], [-1.285, 2.209, 0.580], [-0.984, -3.020, -0.697]],
  "forces_ev_per_a": [[0.22, -1.70, 1.52], [0.16, -0.15, -0.03], [2.76, 2.81, 1.72], [0.05, -0.11, 0.42], [-2.23, 1.42, -2.98], [2.31, -1.35, -0.24], [-0.62, 1.15, -1.86], [0.83, -2.62, 2.72], [-0.37, 0.27, -0.46], [-1.62, -2.95, 2.04], [0.33, -0.78, -2.57], [0.63, 0.29, 0.39], [-0.42, -1.19, -1.81], [-2.75, -1.19, -1.54], [-2.90, 2.03, 0.45], [0.00, 0.26, 0.57], [0.88, 0.63, 0.63], [-0.15, -2.68, -2.49], [4.04, 3.66, -2.37], [-2.96, -0.60, -0.48], [1.55, 0.29, 0.57], [0.53, -2.43, 0.64], [-0.28, 0.48, 1.41], [-0.45, 0.12, 1.94], [-0.43, 0.13, 0.32], [-0.77, 1.81, -0.63], [1.20, -0.06, -0.73], [0.46, 2.47, 2.86]]
}

=====

No. 4
{
  "formula": "C26H65N5O",
  "method": "wB97M-V/def2-TZVPD",
  "e_homo_ev": -8.39,
  "smiles": "CCN(CC)CC.CCN(CC)CC.CCN(CC)CC.CCN(CC)CC.CC(N)=O",
  "lumo_energy_ev": 0.6,
  "symbols": ["H", "H", "C", "H", "H", "C", "H", "H", "H", "O", "H", "C", "H", "H", "H", "H", "C", "H", "H", "H", "H", "H", "C", "C", "H", "H", "C", "H", "H", "H", "H", "C", "H", "H", "N", "C", "N", "C", "H", "H", "H", "H", "C", "C", "H", "H", "H", "H", "H", "C", "N", "H", "C", "C", "H", "C", "C", "H", "H", "C", "C", "C", "H", "H", "H", "H", "H", "H", "H", "H", "H", "H", "H", "H", "H", "H", "H", "N", "H", "H", "H", "C", "C", "H", "N", "H", "C", "H", "H", "H", "C", "H", "H", "C", "C", "H", "H"],
  "coordinates": [[-39.346, -11.508, 9.958], [-28.083, -10.927, 9.827], [-36.298, -9.776, 12.171], [-35.808, -12.419, 18.323], [-32.361, -11.255, 14.512], [-27.828, -10.666, 12.008], [-39.110, -12.810, 11.178], [-29.835, -13.549, 17.167], [-26.325, -9.587, 9.996], [-28.222, -12.427, 19.727], [-38.853, -9.313, 9.261], [-30.719, -8.793, 17.716], [-28.124, -11.951, 16.646], [-28.564, -10.459, 12.787], [-34.174, -12.406, 15.282], [-32.441, -10.733, 18.371], [-37.847, -9.006, 9.552], [-32.003, -8.918, 15.254], [-28.954, -7.607, 18.125], [-31.285, -7.861, 17.601], [-34.438, -9.765, 17.905], [-32.614, -14.994, 15.403], [-34.933, -10.420, 12.519], [-35.777, -15.002, 13.238], [-30.079, -13.936, 18.950], [-34.604, -10.833, 11.565], [-25.838, -9.813, 10.957], [-38.970, -9.840, 11.967], [-32.661, -11.327, 16.777], [-26.985, -8.237, 14.506], [-24.334, -11.163, 10.034], [-33.691, -9.448, 17.180], [-31.407, -10.420, 13.431], [-31.975, -13.386, 15.787], [-27.753, -12.115, 17.566], [-29.249, -8.430, 17.478], [-35.225, -14.379, 15.592], [-35.753, -14.184, 16.938], [-24.491, -11.392, 11.708], [-36.651, -14.790, 17.046], [-37.109, -14.974, 14.950], [-33.041, -14.171, 16.980], [-38.436, -10.792, 11.860], [-36.276, -14.383, 14.567], [-36.122, -8.732, 11.863], [-29.164, -9.724, 10.564], [-35.095, -14.364, 12.687], [-36.840, -9.553, 13.098], [-36.692, -15.234, 12.689], [-32.822, -14.060, 15.919], [-37.096, -10.633, 11.318], [-37.899, -8.257, 10.337], [-32.468, -10.403, 17.331], [-31.375, -10.778, 14.461], [-30.796, -9.178, 18.733], [-27.204, -8.327, 12.298], [-37.019, -10.245, 9.872], [-35.248, -15.934, 13.439], [-33.915, -13.605, 14.196], [-27.724, -8.084, 13.724], [-28.567, -12.532, 18.549], [-31.201, -9.643, 15.466], [-37.376, -8.571, 8.664], [-37.192, -12.558, 17.274], [-30.639, -11.566, 14.628], [-25.832, -11.915, 10.659], [-34.254, -9.672, 12.922], [-30.700, -12.463, 18.254], [-25.103, -9.021, 11.138], [-37.339, -11.108, 9.297], [-40.331, -11.581, 11.389], [-30.280, -9.134, 15.174], [-35.962, -9.978, 9.844], [-35.007, -14.553, 17.646], [-28.004, -8.148, 11.566], [-26.893, -11.713, 17.901], [-29.123, -8.063, 16.453], [-26.745, -9.682, 12.081], [-28.582, -9.291, 17.530], [-35.668, -11.970, 16.702], [-36.692, -13.392, 14.328], [-39.316, -11.755, 11.019], [-28.668, -10.682, 10.720], [-38.416, -11.285, 12.833], [-31.158, -9.920, 16.900], [-35.108, -11.243, 13.211], [-36.117, -12.749, 17.326], [-28.546, -8.784, 13.910], [-34.094, -9.337, 16.177], [-28.230, -7.118, 13.769], [-25.083, -11.139, 10.825], [-26.434, -7.564, 12.180], [-33.345, -8.467, 17.517], [-34.100, -13.502, 15.269], [-29.884, -13.184, 18.192], [-27.426, -11.665, 12.163], [-29.403, -11.490, 10.706]],
  "forces_ev_per_a": [[0.15, -0.13, -0.02], [0.18, 0.35, 0.09], [0.58, 0.44, 1.31], [0.00, -0.56, 0.15], [0.06, -0.03, 0.45], [-0.76, 0.17, -0.20], [0.38, 0.02, -0.13], [-0.26, -0.37, 0.13], [-0.01, 0.03, 0.00], [-0.20, -0.12, -0.73], [-0.11, 0.26, 0.14], [1.22, -0.48, 0.06], [0.31, 0.07, -0.07], [0.37, -0.16, 0.34], [-0.60, 0.03, 1.03], [0.33, 0.25, 0.11], [0.07, -0.47, -1.19], [0.01, 0.16, 0.00], [0.17, -0.20, 0.22], [-0.39, -0.13, -0.01], [-0.30, -0.04, -0.30], [0.12, -0.24, 0.47], [-1.23, 0.22, -0.66], [-0.62, -0.21, 0.98], [0.05, -0.29, -0.26], [0.60, -0.03, 0.20], [1.20, 0.91, -0.03], [0.00, 0.13, 0.02], [-0.07, 0.03, -0.04], [0.19, 0.23, -0.10], [-0.40, 0.31, -0.40], [1.18, 0.08, 0.70], [0.70, 0.24, 0.04], [-0.01, 0.01, 0.07], [-0.02, -0.06, -0.39], [-0.32, 0.08, -0.94], [-0.52, 0.95, -0.26], [0.34, 0.36, 0.38], [-0.41, 0.10, 0.29], [0.17, -0.25, 0.00], [0.07, -0.12, 0.01], [0.51, -0.36, 0.07], [-0.55, -1.18, -1.10], [0.77, -0.09, -0.49], [-0.07, -0.24, -0.91], [-0.11, -0.09, -0.12], [-0.25, 0.20, -0.22], [-0.09, -0.50, 0.07], [0.32, 0.08, -0.50], [-0.74, 0.80, -0.13], [-0.36, 0.07, 0.05], [0.14, -0.06, 0.14], [-0.72, -0.59, -0.34], [-0.85, -0.70, 0.67], [-0.23, 0.39, 0.19], [-0.60, 0.18, 0.49], [-0.02, 0.57, 2.73], [-0.08, -0.07, 0.06], [-0.16, -0.28, -0.10], [-1.23, -0.76, -0.63], [-0.29, -0.13, 1.98], [0.11, 1.10, -0.72], [-0.30, 0.31, 0.07], [0.01, -0.13, -0.03], [0.14, 0.06, -0.33], [0.35, -0.32, -0.11], [0.22, -0.18, 0.03], [0.14, 0.17, -0.07], [0.05, -0.02, -0.35], [0.49, 0.07, -0.40], [-0.07, -0.21, -0.12], [-0.02, -0.01, 0.26], [0.06, -0.43, -1.02], [-0.10, -0.12, -0.02], [-0.04, 0.64, 0.13], [0.00, 0.25, -0.39], [-0.03, 0.15, 0.10], [0.33, -1.12, 0.22], [-0.04, 0.00, 0.50], [0.07, -0.34, -0.29], [0.08, 0.18, 0.20], [-0.51, 0.93, 0.55], [0.43, -0.23, -0.65], [0.43, 0.38, 0.25], [-0.58, -0.32, -0.51], [0.24, -0.03, 0.07], [-0.39, 1.15, 0.04], [0.18, -0.06, 0.19], [-0.08, -0.23, -0.04], [0.45, 0.24, 0.18], [-0.41, -0.17, 0.54], [0.35, -0.43, -0.60], [-0.29, 0.14, -0.09], [1.03, -0.96, -1.44], [0.24, 0.53, -0.24], [0.09, 0.00, 0.22], [-0.22, 0.18, 0.52]]
}